Record 1
ORCA calculation (ωB97M-V/def2-TZVPD) on an isolated molecule of C24H46N4O2.

Output
charge	0
E_tot	-1311.65483	Ha
max |F|	0.0136	hartree/bohr
relative energy (zero: lowest compared OMol25 entry of this formula, charge and spin)	0.00	kcal per mole
SMILES	CN1C(C)(C)CC(NC(=O)CCC(=O)NC2CC(C)(C)N(C)C(C)(C)C2)CC1(C)C
Kohn-Sham gap	8.6	eV

Cartesian coordinates (Å):
C: 4.844 0.514 -1.887
N: 3.986 0.338 -0.729
C: 3.122 1.496 -0.446
C: 3.862 2.715 0.144
C: 2.456 1.962 -1.752
C: 1.982 1.080 0.521
C: 2.219 -0.284 1.157
N: 1.875 -1.318 0.206
C: 1.113 -2.383 0.500
O: 0.631 -2.567 1.605
C: 0.895 -3.338 -0.665
C: -0.491 -3.989 -0.599
C: -1.547 -2.898 -0.753
O: -1.939 -2.536 -1.845
N: -1.965 -2.395 0.427
C: -2.773 -1.192 0.575
C: -4.096 -1.299 -0.167
C: -4.973 -0.050 0.010
C: -5.625 -0.068 1.407
C: -6.101 -0.188 -1.033
N: -4.209 1.164 -0.294
C: -4.999 2.378 -0.234
C: -2.842 1.330 0.204
C: -2.735 1.797 1.670
C: -2.127 2.380 -0.671
C: -2.046 0.028 0.025
C: 3.677 -0.369 1.602
C: 4.642 -0.341 0.399
C: 5.980 0.282 0.844
C: 4.952 -1.798 -0.009
H: 4.240 0.529 -2.793
H: 5.446 1.431 -1.857
H: 5.523 -0.328 -1.970
H: 4.754 2.946 -0.434
H: 3.208 3.583 0.113
H: 4.148 2.548 1.179
H: 3.162 2.458 -2.410
H: 2.008 1.122 -2.277
H: 1.670 2.675 -1.514
H: 1.884 1.828 1.309
H: 1.035 1.044 -0.019
H: 1.560 -0.430 2.020
H: 2.272 -1.184 -0.712
H: 1.665 -4.113 -0.610
H: 1.006 -2.807 -1.612
H: -0.599 -4.698 -1.420
H: -0.608 -4.508 0.352
H: -1.409 -2.649 1.233
H: -2.946 -1.084 1.649
H: -4.647 -2.175 0.181
H: -3.874 -1.433 -1.225
H: -6.260 -0.947 1.496
H: -4.887 -0.103 2.202
H: -6.246 0.812 1.555
H: -6.443 -1.220 -1.061
H: -6.959 0.436 -0.796
H: -5.726 0.077 -2.018
H: -5.916 2.243 -0.798
H: -5.268 2.690 0.786
H: -4.452 3.192 -0.702
H: -1.691 1.984 1.914
H: -3.115 1.053 2.362
H: -3.287 2.721 1.822
H: -1.050 2.278 -0.553
H: -2.392 3.396 -0.390
H: -2.378 2.221 -1.716
H: -1.077 0.130 0.517
H: -1.881 -0.143 -1.040
H: 3.870 0.478 2.262
H: 3.836 -1.279 2.179
H: 6.703 0.270 0.033
H: 6.385 -0.302 1.667
H: 5.862 1.306 1.181
H: 5.213 -2.374 0.876
H: 5.798 -1.854 -0.689
H: 4.099 -2.270 -0.484

Record 2
ORCA calculation (ωB97M-V/def2-TZVPD) on a structure of composition C24H47AlBBr3CaClF13N2O16PS.

Output
charge	+2
E_tot	-13419.98187	Ha
max |F|	0.0620	hartree/bohr
Kohn-Sham gap (alpha / beta)	5.0 / 4.7	eV
multiplicity	2

Cartesian coordinates (Å):
C: -0.160 -2.631 1.361
C: 0.610 -2.240 0.117
O: 0.485 -0.864 -0.230
P: -0.463 -0.422 -1.445
O: 0.068 -0.806 -2.748
C: -2.054 -1.316 -1.336
C: -3.141 -0.526 -2.102
C: -4.499 -0.243 -1.435
C: -5.036 -1.353 -0.541
C: -6.481 -1.148 -0.051
C: -7.021 -2.474 0.503
C: -6.520 -0.127 1.096
N: -7.370 -0.767 -1.219
O: -7.674 -1.805 -1.913
C: -6.897 0.336 -2.121
C: -6.986 1.729 -1.467
C: -7.795 0.378 -3.366
C: -5.481 0.006 -2.580
O: -0.699 1.110 -1.252
C: -1.380 1.723 -0.143
C: -0.679 1.562 1.200
H: 0.124 -2.022 2.217
H: 0.039 -3.682 1.584
H: -1.241 -2.531 1.223
H: 0.357 -2.879 -0.739
H: 1.690 -2.415 0.285
H: -1.811 -2.234 -1.893
H: -2.309 -1.572 -0.300
H: -3.312 -1.021 -3.061
H: -2.713 0.449 -2.349
H: -4.440 0.691 -0.865
H: -4.990 -2.314 -1.081
H: -4.405 -1.460 0.350
H: -6.668 -3.335 -0.063
H: -8.110 -2.481 0.503
H: -6.692 -2.592 1.537
H: -6.208 -0.603 2.024
H: -5.903 0.753 0.919
H: -7.545 0.221 1.244
H: -6.989 1.713 -0.385
H: -7.918 2.216 -1.760
H: -6.177 2.370 -1.825
H: -8.848 0.304 -3.097
H: -7.637 1.363 -3.820
H: -7.521 -0.396 -4.086
H: -5.501 -0.874 -3.233
H: -5.105 0.855 -3.163
H: -2.413 1.364 -0.100
H: -1.430 2.777 -0.412
H: -1.110 0.753 1.794
H: 0.381 1.360 1.059
H: -0.793 2.480 1.779
C: -0.143 -7.023 0.600
Br: 1.286 -6.155 -0.309
Br: 0.089 -7.104 2.481
Br: -1.868 -6.134 0.174
H: -0.251 -8.025 0.207
Al: -3.245 -4.065 -1.185
N: 2.798 -7.912 4.880
O: 2.920 -8.795 4.041
O: 1.732 -7.695 5.425
O: 3.788 -7.237 5.158
C: 3.658 0.182 -1.264
C: 3.552 1.685 -0.997
C: 3.394 2.615 -2.207
F: 4.493 2.527 -2.982
F: 3.318 3.887 -1.725
F: 4.585 2.120 -0.230
F: 2.395 1.834 -0.269
O: 4.946 -0.410 -1.265
C: 5.740 -0.473 -2.374
C: 7.068 0.281 -2.170
F: 6.851 1.574 -1.855
F: 7.781 0.229 -3.313
F: 5.111 -0.092 -3.484
F: 6.099 -1.779 -2.531
H: 3.171 -0.275 -0.404
H: 3.073 -0.082 -2.149
H: 2.502 2.378 -2.789
H: 7.634 -0.194 -1.365
O: 4.178 5.380 0.664
Cl: 4.736 4.969 1.874
O: 5.156 6.164 2.657
O: 6.036 4.243 1.766
O: 3.853 4.191 2.677
O: 5.892 4.048 5.090
S: 5.869 2.563 5.232
O: 5.260 2.049 6.400
O: 7.367 2.125 5.096
C: 8.397 2.688 5.983
C: 8.365 2.094 7.367
C: 5.218 1.845 3.785
H: 8.285 3.777 6.018
H: 9.325 2.461 5.464
H: 7.465 2.375 7.910
H: 9.232 2.449 7.924
H: 8.403 1.007 7.308
H: 5.677 2.263 2.893
H: 4.154 2.067 3.783
H: 5.405 0.775 3.869
F: 2.381 -1.285 1.745
B: 0.772 1.535 -5.120
F: -0.338 1.924 -4.322
F: 1.107 2.576 -5.986
F: 1.872 1.262 -4.254
F: 0.440 0.378 -5.836
O: -7.504 1.363 -6.461
H: -6.615 1.060 -6.175
H: -7.832 0.863 -7.238
H: -7.526 2.331 -6.622
Ca: 6.861 5.210 3.798